# 1
18
Properties=species:S:1:pos:R:3:forces:R:3 method="wB97M-V/def2-TZVPD" spin_multiplicity=1 lumo_ev=0.49 homo_lumo_gap_ev=10.2 relative_energy_kj_mol=150.51 energy_ha=-364.2108 smiles="NCCCC=O.O"
O 0.618524 -0.018788 -2.429184 0.0364 0.5565 -0.5151
C -0.376957 -0.239053 -1.803211 0.2544 -0.7386 0.9160
C -0.358284 -1.215299 -0.632653 -0.3055 0.3305 -0.2922
C 0.914478 -1.160512 0.208515 -0.2854 0.8055 0.9467
C 0.593315 -0.389604 1.514727 0.4060 0.3370 -0.6586
N 1.703707 -0.332870 2.482835 -0.4386 0.1977 0.0596
H -1.364244 0.190466 -2.055353 0.0037 0.1233 -0.2273
H -0.481899 -2.170751 -1.141841 -0.0526 -0.2983 0.1127
H -1.249403 -1.051985 -0.014895 0.0277 -0.1426 -0.1059
H 1.279793 -2.135045 0.519643 0.1785 -0.1168 -0.3832
H 1.662996 -0.576438 -0.328338 0.2584 -0.5002 -0.0414
H -0.258649 -0.865577 1.979129 -0.3607 -0.0880 0.1572
H 0.296613 0.626473 1.208414 -0.1519 -0.1670 0.1937
H 1.315358 -0.567798 3.387741 0.1935 -0.2459 0.0883
H 1.989980 0.631383 2.611973 0.2274 -0.0668 -0.2395
H -1.564289 3.082712 -1.264630 0.0361 0.1745 0.0133
H -2.521381 2.716665 -2.369949 -0.0794 0.1173 -0.1101
O -2.199658 3.476027 -1.872930 0.0518 -0.2782 0.0857

# 2
13
Properties=species:S:1:pos:R:3:forces:R:3 method="wB97M-V/def2-TZVPD" spin_multiplicity=1 lumo_ev=0.47 homo_lumo_gap_ev=9.3 relative_energy_kj_mol=412.16 energy_ha=-368.6709
C 0.821957 1.089918 -0.053505 0.6566 -0.0060 -2.4119
C -1.749105 -0.135478 0.366394 -1.1213 -0.5192 -0.0648
C 1.376929 -1.252773 0.435487 1.1391 -2.3784 4.0170
O -2.408011 -0.478992 -0.729792 2.2878 -2.6951 -0.0859
O 1.732803 0.075146 0.466375 -1.4934 -0.1113 -0.2399
F 1.154855 -1.783292 -0.798524 -0.0986 0.2860 -0.6908
H 1.316686 1.996007 0.330829 -0.4511 -0.1272 -0.5567
H -0.283971 1.124370 0.220950 1.8648 -0.5007 0.0672
H 0.896807 1.014386 -1.258614 -0.3052 0.4744 2.7746
H -2.248828 0.809712 0.715518 -0.0054 -0.1390 -0.3896
H 2.262450 -1.846623 0.972068 -1.1886 1.4081 -1.6687
H 0.536311 -1.613813 1.131367 0.4375 1.3579 -1.3921
H -1.934262 -1.390535 -1.021872 -1.7223 2.9505 0.6414

# 3
20
Properties=species:S:1:pos:R:3:forces:R:3 method="wB97M-V/def2-TZVPD" spin_multiplicity=1 lumo_ev=0.69 homo_lumo_gap_ev=10.5 relative_energy_kj_mol=143.28 energy_ha=-419.5939 smiles="CCCNC(N)=O.O"
C 0.197027 -1.311482 0.744551 1.3303 0.1771 0.5138
N -0.948109 -0.419336 0.703604 0.3558 0.9882 0.8779
C -0.837630 0.969198 0.541844 -0.9526 0.3823 -0.6180
N 0.413274 1.494364 0.639180 1.3149 -0.0739 0.7134
O -1.819722 1.638426 0.247825 0.1816 -0.3378 0.1309
C 0.815328 -1.332849 -0.693749 1.0648 0.3081 1.0717
C 1.089589 -2.626408 -1.398368 -2.2418 -1.8935 0.7730
H -0.231690 -2.235741 1.223350 0.9692 0.4776 -0.9088
H 1.148203 -0.953131 1.359339 -2.2946 -0.6762 -0.2604
H -1.706968 -0.634168 1.332207 -0.1456 -0.0942 -0.2383
H 0.971761 1.045630 1.346428 0.2925 -0.3308 -0.1610
H 0.632359 2.489214 0.649198 -1.0366 -0.2321 -0.3591
H 0.209006 -0.728652 -1.330293 -0.6587 0.4194 -0.2998
H 1.728845 -0.757724 -0.545908 0.1967 0.0101 -0.5124
H 1.996265 -3.182354 -1.174164 0.3950 0.5226 -0.3769
H 0.308405 -3.327716 -0.998337 0.4218 0.2489 -0.3781
H 0.787351 -2.559962 -2.445879 0.8589 -0.0529 -0.0670
H -2.119465 4.706504 0.215882 -0.0711 -0.6956 -0.1253
H -1.343129 3.387600 -0.315422 -0.9622 0.4753 0.5513
O -1.290703 4.338596 -0.101289 0.9818 0.3774 -0.3268

# 4
86
Properties=species:S:1:pos:R:3:forces:R:3 method="wB97M-V/def2-TZVPD" charge=-1 spin_multiplicity=1 lumo_ev=1.82 homo_lumo_gap_ev=4.5 energy_ha=-2056.5403
N -0.073600 1.506565 -3.980870 0.4348 0.4792 0.0753
B -0.368017 2.754389 -3.251733 -0.1313 0.1445 0.0543
O 0.257155 2.979149 -2.015746 -0.5867 -0.8670 0.2896
P -1.614832 4.131262 -3.956277 -0.0381 -0.1110 -0.1828
N -0.482793 5.491014 -3.462635 0.0604 0.1864 0.0544
C -2.944551 2.841477 -4.532495 -0.6870 0.0980 0.0770
C -4.351999 3.180621 -3.978466 0.2160 -0.2634 -0.1403
C -5.132376 1.954373 -3.470859 0.0833 0.2553 0.0068
I -5.393676 1.964836 -1.316973 -0.0064 -0.0900 -0.0736
H 0.873997 1.150476 -3.887617 -0.2663 -0.2717 0.2407
H -0.740710 0.776148 -3.754909 0.0872 0.0328 -0.3388
H -0.432468 3.378472 -1.448182 0.6570 0.5422 -0.3275
H -2.292394 4.269246 -2.618297 -0.0191 0.0107 0.1090
H -2.575168 5.147011 -4.509469 -0.0380 0.0007 0.0010
H -0.915726 4.035031 -5.275295 -0.1270 0.0341 -0.0005
H -1.042340 6.248956 -3.070582 0.0517 -0.1681 -0.0338
H -0.068666 5.870981 -4.314098 -0.0981 -0.1133 0.0677
H -2.694488 1.812703 -4.245054 0.1405 0.0334 -0.0202
H -2.988694 2.887163 -5.626748 0.1790 -0.1306 0.1051
H -4.246345 3.915759 -3.172657 -0.0435 0.0276 -0.1260
H -4.960517 3.639549 -4.763860 0.0282 0.0630 0.1201
H -6.149525 1.897671 -3.858950 0.1147 -0.0528 0.0901
H -4.605135 1.021950 -3.661357 -0.1124 0.0473 -0.0021
C 1.068134 2.857138 3.072844 0.0092 0.0490 -0.0294
C 0.017865 2.459014 2.049634 0.1690 0.0186 -0.0880
O 0.081388 3.256706 0.878472 -0.0360 0.0800 0.1767
H 0.945913 3.905112 3.348653 -0.0197 -0.0027 0.0188
H 0.990515 2.245369 3.974266 -0.0132 -0.0073 -0.0111
H 2.073743 2.737425 2.660675 0.0003 -0.0402 0.0163
H -0.980911 2.589959 2.462497 -0.0326 -0.0239 -0.0415
H 0.134387 1.402334 1.784297 -0.0544 -0.1020 0.0571
H 0.940669 3.136471 0.456972 -0.1256 -0.0154 -0.1242
C 4.180428 0.835211 -1.393632 -0.0247 -0.0797 -0.0868
C 2.934322 1.153725 -2.200860 0.0812 -0.3033 0.0587
O 2.585716 0.087769 -3.085033 0.4089 -0.0303 -0.0593
H 5.022039 0.618970 -2.054381 0.0036 0.0327 0.0024
H 4.453377 1.667460 -0.742568 -0.0184 0.0086 0.0072
H 4.016105 -0.047159 -0.769297 0.0051 0.0467 0.0648
H 3.094552 2.023044 -2.835537 -0.0505 0.0458 -0.0041
H 2.091037 1.381560 -1.545931 -0.0034 0.1376 0.0229
H 2.397250 -0.704438 -2.567726 -0.2452 0.1467 0.0349
C -1.949498 -0.355090 -0.438988 -0.0141 0.0010 -0.0719
C -0.670774 -1.161235 -0.550683 0.0510 0.2548 -0.0544
O 0.070220 -0.815641 -1.716767 0.1770 -0.1151 0.1704
H -2.568872 -0.503450 -1.324322 -0.0334 -0.0218 0.0226
H -2.525906 -0.641884 0.442738 0.0057 0.0066 0.0042
H -1.729985 0.712739 -0.370697 0.0167 0.0106 0.0407
H -0.882225 -2.228049 -0.635996 -0.0189 -0.0255 0.0033
H -0.050119 -1.013948 0.341748 -0.0084 -0.0480 0.0634
H 0.247760 0.136973 -1.698194 -0.1599 0.0174 -0.1958
C -2.893075 -1.507202 4.544089 -0.0077 0.0196 -0.0796
C -1.937036 -0.347312 4.754068 -0.2371 0.0832 0.0541
O -2.514928 0.893451 4.346445 0.0657 -0.0137 -0.0314
H -3.194782 -1.569108 3.497819 0.0238 -0.0110 -0.0041
H -2.430342 -2.452608 4.832496 0.0045 0.0084 0.0236
H -3.797931 -1.372453 5.142584 0.0186 -0.0258 0.0408
H -1.044179 -0.478049 4.142986 0.0180 0.0558 -0.0222
H -1.633891 -0.295010 5.800859 0.0746 -0.0394 -0.0397
H -3.303546 1.044678 4.878200 0.0568 -0.0046 -0.0504
C -0.406465 -4.654938 -2.906686 -0.1283 0.0229 0.0520
C -0.483793 -5.563925 -1.695275 -0.0554 -0.0608 -0.1158
O -1.824645 -5.911227 -1.356234 0.0374 -0.0268 -0.0296
H -0.974111 -3.740249 -2.736091 0.0483 0.0325 0.0086
H 0.626660 -4.383663 -3.126271 0.0057 0.0058 -0.0105
H -0.826875 -5.148159 -3.786848 0.0523 -0.0226 -0.0158
H -0.076663 -5.065427 -0.816670 -0.0076 0.0037 0.0342
H 0.100965 -6.475751 -1.864711 0.0604 0.0276 0.0329
H -2.214059 -6.358644 -2.115326 -0.0006 0.0708 0.0531
C 1.319519 -2.496253 8.259333 -0.0657 -0.0257 -0.0744
C 0.498551 -1.221167 8.208328 -0.0563 -0.0958 0.0573
O -0.802218 -1.438806 7.668333 0.0460 -0.0952 0.1351
H 1.410355 -2.927900 7.262344 0.0221 0.0182 -0.0060
H 2.319631 -2.302846 8.649377 -0.0013 0.0092 0.0136
H 0.840650 -3.239093 8.902025 0.0253 0.0133 0.0383
H 0.970648 -0.488837 7.555470 -0.0176 0.0344 -0.0129
H 0.417912 -0.780053 9.207533 0.0470 0.0454 -0.0115
H -1.256196 -2.075603 8.231600 0.0171 0.0470 -0.0620
C 4.805093 -3.186242 -1.498933 -0.0016 0.0852 0.0598
C 6.234311 -3.228353 -0.992876 -0.0805 -0.0514 0.1162
O 6.419096 -2.439140 0.179596 -0.0248 -0.0494 -0.0124
H 4.510290 -2.159452 -1.712944 0.0136 -0.0003 -0.0476
H 4.693775 -3.776511 -2.409384 0.0004 -0.0193 0.0026
H 4.118250 -3.582851 -0.746685 -0.0058 -0.0450 -0.0248
H 6.915789 -2.818320 -1.736422 0.0274 0.0222 0.0022
H 6.537725 -4.262606 -0.793151 0.0277 -0.0082 -0.0685
H 5.831250 -2.781260 0.861970 0.0294 0.0621 -0.0483

# 5
66
Properties=species:S:1:pos:R:3:forces:R:3 method="wB97M-V/def2-TZVPD" spin_multiplicity=1 lumo_ev=0.01 homo_lumo_gap_ev=7.6 relative_energy_kj_mol=0.00 energy_ha=-1988.9993 smiles="COC(=O)CCCC1=CC2=CC(=O)[C@](C)(OC(=O)c3cccs3)C(=O)C2=CN1CCCOC(C)C"
C 1.697596 3.278991 -0.566865 0.4043 -0.3538 -0.2582
H 1.535818 2.753217 -1.507691 0.0577 0.0495 0.1044
H 2.436575 4.067709 -0.699717 -0.0420 -0.0120 0.0227
H 2.043608 2.575651 0.188311 -0.0735 0.0725 0.0054
O 0.483836 3.886458 -0.125111 -0.0802 0.2947 0.3051
C -0.608346 3.718651 -0.858231 -0.3963 0.2417 -0.2394
O -0.667174 3.077515 -1.878415 0.0633 0.0069 -0.1219
C -1.792155 4.460080 -0.264941 0.1222 -0.0783 0.1058
C -2.180439 3.956953 1.127176 -0.0963 -0.0016 -0.1717
H -2.974227 4.598364 1.514965 0.0420 0.0047 0.0399
H -1.316812 4.047284 1.786018 -0.0559 0.0246 0.0777
C -2.684845 2.504771 1.130655 0.0119 0.2382 0.0691
C -1.570538 1.533993 0.848284 0.1711 -0.1471 0.5689
C -0.592319 1.385038 1.775912 -0.2381 -0.0465 -0.1774
C 0.552714 0.548257 1.587819 0.3417 -0.1752 -0.0340
C 1.567162 0.449964 2.495554 -0.3072 0.2229 0.2020
C 2.748703 -0.310722 2.251117 0.1368 -0.0014 -0.1525
O 3.754761 -0.269863 2.938764 -0.0961 -0.1137 -0.0843
C 2.714701 -1.286474 1.050944 0.1757 -0.1790 0.1320
C 2.397831 -2.685236 1.587743 0.2288 0.2034 -0.2058
H 2.434766 -3.402094 0.770555 -0.0489 -0.0344 -0.0641
H 1.408987 -2.691898 2.040518 -0.0860 -0.0121 0.0499
H 3.142506 -2.950145 2.334383 0.0057 0.0221 0.0882
C 1.719344 -0.962156 -0.061916 0.0662 -0.1469 -0.3018
O 1.857698 -1.431341 -1.173306 -0.0391 -0.0008 0.2144
C 0.582450 -0.126920 0.318039 -0.5982 0.2700 -0.1643
C -0.431413 0.058967 -0.573831 0.5021 -0.2388 0.1787
N -1.507081 0.835999 -0.340552 0.3376 -0.0824 0.1357
C -2.572165 0.844388 -1.322522 -0.7404 -0.0961 -0.2046
H -2.144089 0.536881 -2.278064 0.0360 0.1282 0.0686
H -2.946065 1.859358 -1.455417 0.1310 -0.1015 -0.0563
C -3.707420 -0.105453 -0.932484 0.2563 -0.2911 -0.0974
H -4.083192 0.130003 0.064264 -0.0459 0.0777 0.0291
C -3.267331 -1.568220 -0.934826 0.0452 0.1854 0.0615
O -4.362682 -2.344566 -0.518826 -0.1299 0.0673 0.0237
C -4.221444 -3.745049 -0.705237 -0.0618 -0.3992 0.0867
C -3.189106 -4.360541 0.242110 -0.1596 0.3158 -0.2983
H -3.199868 -5.441847 0.139675 0.0446 -0.1307 -0.0009
H -2.185824 -4.006040 0.017686 0.1257 -0.0084 0.0274
H -3.432689 -4.100644 1.269615 -0.0334 0.0106 0.1278
C -5.602557 -4.349256 -0.474674 0.3540 0.2768 -0.1735
H -6.326394 -3.878691 -1.133989 -0.1005 0.0086 -0.0633
H -5.909280 -4.177306 0.553222 -0.0508 -0.0131 0.1466
H -5.582865 -5.417381 -0.669589 -0.0246 -0.1280 0.0002
H -3.907171 -3.933079 -1.747113 -0.0598 0.0562 0.1286
H -2.950567 -1.869796 -1.946488 0.0236 0.0300 0.0607
H -2.412482 -1.704235 -0.254633 -0.0671 -0.0229 -0.1129
H -4.531117 0.011886 -1.637100 -0.0509 0.0368 -0.0065
H -0.379158 -0.437056 -1.532109 -0.0507 -0.0167 -0.0720
O 4.023245 -1.338143 0.476322 -0.1990 -0.2881 0.1167
C 4.390000 -0.185975 -0.083779 -0.2149 0.5861 -0.1103
O 3.664461 0.786699 -0.147654 0.1999 -0.2379 0.0382
C 5.744506 -0.238518 -0.608441 0.5522 -0.2237 -0.1347
C 6.425778 0.762131 -1.252164 -0.4529 -0.2436 0.2632
C 7.723658 0.375431 -1.623910 0.1836 -0.1093 -0.0332
C 8.006731 -0.906986 -1.257959 -0.2879 -0.2161 0.1899
S 6.700183 -1.668091 -0.453684 0.1690 0.4944 -0.2438
H 8.918028 -1.449044 -1.417766 0.2019 -0.0886 -0.0465
H 8.416690 1.016632 -2.138201 0.1335 0.0770 -0.0805
H 5.991101 1.726994 -1.439034 -0.1069 0.1654 -0.0152
H 1.548413 1.037945 3.400641 -0.0267 0.0514 0.1204
H -0.661596 1.937239 2.700539 -0.0839 0.1251 0.0642
H -3.077147 2.287505 2.127041 -0.0282 -0.0710 -0.1012
H -3.508157 2.409961 0.426908 -0.0639 -0.0529 0.0343
H -1.515405 5.513153 -0.191204 -0.0141 0.0142 -0.0460
H -2.630762 4.368713 -0.957318 0.0881 0.0049 -0.0150

# 6
15
Properties=species:S:1:pos:R:3:forces:R:3 method="wB97M-V/def2-TZVPD" spin_multiplicity=1 lumo_ev=1.00 homo_lumo_gap_ev=10.9 relative_energy_kj_mol=135.72 energy_ha=-304.7838 smiles=C[C@H]1CN[C@H]1C#N
C -0.900568 -1.147790 0.937861 0.1163 0.0980 0.0403
C 0.177568 -0.692761 -0.039221 0.0072 -0.1360 -0.0401
C -0.349133 0.049164 -1.278668 -0.2474 -0.1462 -0.1415
N 0.892908 0.831592 -1.308537 -0.0140 0.3596 -0.0526
C 1.116887 0.563996 0.119077 0.1103 -0.0783 0.2397
C 0.547766 1.516181 1.079548 -0.5852 0.6490 0.7530
N 0.037920 2.179675 1.879395 0.5161 -0.4906 -0.7914
H -1.455861 -0.295105 1.337446 0.1109 -0.0240 0.0250
H -1.629840 -1.768094 0.397114 0.2454 0.1159 0.0254
H -0.535122 -1.748434 1.774247 0.1217 0.1504 -0.0807
H 0.881623 -1.485480 -0.290430 -0.3451 -0.2379 -0.2440
H -1.227681 0.648192 -0.987359 0.1085 -0.1021 -0.0768
H -0.590809 -0.510280 -2.187457 0.1570 0.0130 0.1205
H 0.808352 1.805114 -1.578564 0.0177 -0.0388 0.0760
H 2.178010 0.410723 0.354094 -0.3193 -0.1320 0.1471